A 2-piece molecular cluster, C8H7BrO2 overall, computed with the ωB97M-V functional and the def2-TZVPD basis.

ORCA input file:
```
! RIJCOSX wB97M-V def2-TZVPD def2/J DEFGRID3
* xyz 0 1
C -2.6748 -1.2212 -0.0112
C -2.1401 -0.0816 0.5854
C -1.7889 -2.0414 -0.7292
C -0.8094 0.3382 0.4110
C -0.4603 -1.7744 -0.8492
C -0.0389 -0.6234 -0.2654
C 2.0559 2.2330 0.3999
C 2.4177 0.4420 0.0132
O 2.2403 1.1496 1.2099
O 2.4252 1.5831 -0.7874
Br 3.7000 -0.9517 -0.0452
H -3.7104 -1.5188 -0.0517
H -2.6790 0.6020 1.2631
H -2.2548 -2.7461 -1.4397
H -0.3525 1.2996 0.8032
H 0.1865 -2.3291 -1.3349
H 1.0817 2.6200 0.3139
H 2.8020 3.0203 0.5143
*
```

Its HOMO energy (alpha / beta) is -0.31182 / -0.28888 Ha. The calculation puts the LUMO energy (alpha / beta) at 0.162 / 0.225 eV. The calculation puts the energy relative to the best compared isomer or geometry (same formula, charge and spin) at 457.5 kJ/mol.

Let us look at the natural (NBO) charges, expressed in e, one per atom: number 1, C, carries -0.2453; number 2, C, carries -0.1967; number 3, C, carries -0.1757; number 4, C, carries -0.3257; number 5, C, carries -0.3402; number 6, C, carries 0.1458; number 7, C, carries 0.2348; number 8, C, carries 0.4295; number 9, O, carries -0.5119; number 10, O, carries -0.5086; number 11, Br, carries 0.0833; number 12, H, carries 0.2241; number 13, H, carries 0.2128; number 14, H, carries 0.2098; number 15, H, carries 0.2193; number 16, H, carries 0.2178; number 17, H, carries 0.1615; number 18, H, carries 0.1655

An isolated ion of composition C8H7F3NO2S and charge +1, computed with the ωB97M-V functional and the def2-TZVPD basis.

ORCA input file:
```
! RIJCOSX wB97M-V def2-TZVPD def2/J DEFGRID3
* xyz 1 1
C 2.1476 -0.6233 -2.1024
C 2.8732 0.0481 -1.1559
C 0.7780 -0.7376 -2.0460
C 2.3169 0.4592 0.0510
C 0.1468 -0.2418 -0.9077
C 0.9805 0.2650 0.0727
C -1.3739 0.0095 -0.8168
C -1.5637 -0.2344 3.1373
N -2.0206 -0.4876 0.4020
O -0.0269 0.7651 1.2620
O -1.6619 1.3746 -0.7784
F -0.8392 0.5258 3.9564
F -0.9319 -1.3501 2.7596
F -2.6889 -0.5225 3.7748
S -1.7200 0.8182 1.4900
H 2.6903 -0.7952 -3.0833
H 3.8752 0.4165 -1.5329
H 0.2287 -1.1743 -2.8422
H 2.7714 1.0815 0.7838
H -1.8676 -0.7146 -1.6667
H -2.9249 -0.9671 0.4836
H -1.1891 2.0850 -1.2408
*
```

Its HOMO energy is -0.49418 Ha. The calculation puts the LUMO energy at -5.245 eV. The calculation puts the energy relative to the best compared isomer or geometry (same formula, charge and spin) at 0.0 kJ/mol.

Let us look at the natural (NBO) charges, expressed in e, one per atom: number 1, C, carries -0.2058; number 2, C, carries -0.1537; number 3, C, carries -0.1508; number 4, C, carries -0.2756; number 5, C, carries -0.1626; number 6, C, carries 0.4111; number 7, C, carries 0.2413; number 8, C, carries 0.8645; number 9, N, carries -0.7828; number 10, O, carries -0.7489; number 11, O, carries -0.7396; number 12, F, carries -0.2824; number 13, F, carries -0.2813; number 14, F, carries -0.2802; number 15, S, carries 1.3278; number 16, H, carries 0.2458; number 17, H, carries 0.2562; number 18, H, carries 0.2366; number 19, H, carries 0.2707; number 20, H, carries 0.2239; number 21, H, carries 0.4482; number 22, H, carries 0.5375

C8H7F5NO8PS2 as an isolated structure, computed with the ωB97M-V functional and the def2-TZVPD basis.

ORCA input file:
```
! RIJCOSX wB97M-V def2-TZVPD def2/J DEFGRID3
* xyz 0 1
O 1.7454 -2.0311 1.5668
P 0.5864 -1.1820 1.8722
O -0.6405 -2.1323 2.4322
S -0.9856 -3.4102 1.4727
O -1.0468 -2.9280 0.1255
O -2.5832 -3.6196 2.0447
S -3.8859 -2.7955 1.5937
O -4.8900 -3.1437 2.5373
O -4.1643 -2.9499 0.2133
C -3.5839 -1.0054 1.9698
F -2.6562 -0.4618 1.1807
F -3.2069 -0.9400 3.2534
C -4.9363 -0.1862 1.8090
F -4.6669 0.9419 1.1579
F -5.4178 0.1225 2.9986
F -5.8529 -0.8461 1.1257
H 0.8251 -0.2948 2.9226
H 0.0421 -0.4481 0.8345
C 3.8963 2.3947 -3.9415
C 3.8839 3.3548 -2.9379
C 3.3995 3.0383 -1.6797
C 2.9376 1.7552 -1.4538
C 2.9351 0.7843 -2.4380
C 3.4201 1.1140 -3.6929
N 2.4399 1.4066 -0.1161
O 2.4286 2.2694 0.7374
O 2.0655 0.2607 0.0636
H 4.2800 2.6454 -4.9213
H 4.2542 4.3513 -3.1343
H 3.3838 3.7747 -0.8905
H 2.5650 -0.2083 -2.2297
H 3.4287 0.3690 -4.4761
*
```

Its HOMO energy is -0.38469 Ha. The calculation puts the LUMO energy at -0.876 eV.

Let us look at the natural (NBO) charges, expressed in e, one per atom: number 1, O, carries -1.0744; number 2, P, carries 1.7576; number 3, O, carries -0.9871; number 4, S, carries 1.8273; number 5, O, carries -0.8783; number 6, O, carries -0.8978; number 7, S, carries 2.3107; number 8, O, carries -0.8909; number 9, O, carries -0.8709; number 10, C, carries 0.3713; number 11, F, carries -0.2961; number 12, F, carries -0.2926; number 13, C, carries 0.9250; number 14, F, carries -0.3002; number 15, F, carries -0.2895; number 16, F, carries -0.2904; number 17, H, carries -0.0699; number 18, H, carries -0.0646; number 19, C, carries -0.1737; number 20, C, carries -0.2077; number 21, C, carries -0.2088; number 22, C, carries 0.0808; number 23, C, carries -0.2058; number 24, C, carries -0.2062; number 25, N, carries 0.5242; number 26, O, carries -0.3722; number 27, O, carries -0.3965; number 28, H, carries 0.2221; number 29, H, carries 0.2245; number 30, H, carries 0.2497; number 31, H, carries 0.2546; number 32, H, carries 0.2258